(1)
60
Properties=species:S:1:pos:R:3:forces:R:3:nbo_charge:R:1 method="wB97M-V/def2-TZVPD" e_lumo_ev="-7.12 / -7.46" charge=+2
W -0.121304 -1.347443 -0.494399 -0.50 0.12 0.01 1.652
S 1.225298 -1.852366 1.374554 0.08 -0.08 -0.08 -0.052
O 1.797546 -1.496872 -1.480035 -0.08 0.00 -0.13 -0.589
O -1.194539 -0.131048 -1.930745 0.15 -0.18 0.12 -0.590
O -2.728014 -4.357256 0.216620 -0.13 0.11 -0.04 -0.439
O 0.968923 0.813562 -0.887226 0.07 0.03 -0.08 -0.712
O 3.198145 -2.572097 -2.860792 0.01 -0.03 -0.01 -0.585
O -1.653392 -2.385577 -0.025346 0.15 0.10 0.05 -0.659
O -1.312163 0.210289 0.232267 -0.11 0.03 -0.05 -0.642
N 0.096285 -3.277313 -1.431950 0.10 -0.17 -0.07 -0.430
N -0.594829 -0.560019 2.941493 -0.15 -0.01 0.02 -0.554
N 0.640061 -2.236577 3.901794 0.00 0.02 0.06 -0.539
C 0.315791 -1.500771 2.856046 0.05 0.09 -0.05 0.393
C -0.461525 -0.635235 5.373183 0.00 -0.01 -0.02 -0.432
C -0.168460 4.616945 2.206174 0.02 -0.02 0.02 -0.177
C 1.148109 -3.583539 -2.206040 0.09 0.06 0.00 0.053
C 1.261043 -4.791168 -2.868362 -0.02 -0.02 -0.01 -0.140
C -1.889192 -3.697562 -0.292335 0.12 -0.10 0.02 0.761
C 0.096446 3.791176 -4.851783 0.00 0.00 0.00 -0.178
C -0.671674 4.062321 -0.079399 0.00 -0.03 0.02 -0.121
C 1.241116 3.636628 -4.080350 0.00 0.00 0.00 -0.192
C -0.859756 -4.184971 -1.261225 -0.01 -0.02 0.01 0.098
C -0.117299 2.797581 0.095375 -0.01 0.04 0.01 -0.121
C 0.045306 -2.059985 5.237161 0.00 0.00 -0.01 -0.224
C 0.245525 -5.725774 -2.702463 0.01 0.05 0.02 -0.123
C -0.825549 -5.424498 -1.867691 0.03 -0.04 -0.04 -0.133
C -1.336625 -0.286909 4.182327 0.01 0.00 0.02 -0.224
C 2.100326 -2.476862 -2.179380 -0.05 0.01 0.08 0.802
C 1.172366 2.978605 -2.863669 -0.02 0.00 0.02 -0.211
C -1.183551 2.615665 -3.194082 -0.01 -0.05 0.05 -0.213
C -1.128387 0.679604 -0.957006 0.23 -0.02 0.14 0.760
C -1.115476 3.284488 -4.407410 0.02 0.01 -0.01 -0.192
C -0.039974 2.460424 -2.421837 0.08 0.03 -0.02 -0.013
C 0.417154 2.454039 1.337015 0.03 -0.01 -0.01 -0.231
C 0.400216 3.363316 2.383248 -0.01 0.02 0.00 -0.194
C -0.112906 1.825906 -1.062993 -0.11 0.06 0.00 0.152
C -0.705385 4.962378 0.975554 0.00 -0.02 -0.02 -0.198
H -0.853417 -0.043827 2.110360 0.08 -0.01 -0.04 0.455
H 2.125511 -4.985543 -3.488022 -0.01 -0.02 0.00 0.271
H -0.762554 -2.782252 5.362388 0.00 0.00 0.00 0.222
H -2.007983 3.407328 -5.005409 -0.01 0.00 0.00 0.236
H 1.698481 1.186634 -0.369677 -0.05 -0.03 0.10 0.532
H 2.063515 2.883008 -2.253950 0.01 0.01 -0.01 0.209
H -0.180626 5.325874 3.022784 0.00 0.01 0.00 0.238
H 0.839829 3.095800 3.335309 0.00 0.01 0.01 0.223
H -2.134511 2.219140 -2.856025 -0.01 0.01 -0.02 0.216
H -1.069466 4.348363 -1.043410 -0.01 0.02 0.00 0.228
H -2.258357 -0.871545 4.182725 0.00 0.00 -0.01 0.223
H -1.033998 -0.537222 6.293370 0.01 0.00 0.00 0.260
H 2.184181 4.039719 -4.423578 0.00 0.00 0.00 0.233
H 0.151114 4.310874 -5.798616 -0.01 0.00 0.00 0.237
H 0.296723 -6.681188 -3.205739 0.00 0.00 0.00 0.265
H -1.603168 0.767805 4.175812 0.01 0.00 0.00 0.240
H 0.815774 -2.279463 5.972809 0.00 0.00 0.00 0.241
H 1.345757 -2.945558 3.773053 0.01 0.01 -0.02 0.435
H -1.139098 5.941932 0.828684 0.00 0.00 0.00 0.239
H -1.626272 -6.127250 -1.680271 -0.01 0.01 0.01 0.278
H 3.751601 -1.776614 -2.773103 0.00 0.01 0.00 0.535
H 0.865136 1.480076 1.505711 -0.02 0.00 0.00 0.194
H 0.382191 0.054822 5.428479 0.00 0.01 0.01 0.224



(2)
65
Properties=species:S:1:pos:R:3:forces:R:3:nbo_charge:R:1 method="wB97M-V/def2-TZVPD" e_lumo_ev="-1.00 / -1.00"
Se 2.017702 -0.981194 -0.504023 3.17 0.64 1.68 -0.406
Se -0.649757 -1.732299 -2.027976 2.05 -2.36 -3.06 -0.441
S 1.351233 3.768570 0.792183 -0.12 -0.42 0.72 0.425
S 0.125560 2.572956 3.646331 -0.19 1.49 3.99 2.296
P 1.545626 -2.187723 -2.082332 -1.35 -0.77 -1.29 0.996
Al -0.256590 -0.290898 -0.192051 -0.22 1.19 -0.94 1.294
O 1.381329 3.249443 3.929007 -0.79 -0.60 -0.73 -0.929
O 0.209750 -0.497771 1.546666 0.27 -1.41 1.51 -0.486
O 1.076468 0.284872 2.075546 -0.04 0.27 2.06 -0.012
O -0.434565 1.720421 4.686119 0.74 0.17 -1.54 -0.922
N -3.506855 -2.134118 3.561742 -0.24 0.19 -0.42 -0.793
N -4.100634 6.777108 3.064121 0.32 -0.33 -0.58 -0.787
N 0.166952 1.745455 2.267280 -0.62 -2.11 1.76 -0.613
N 0.596982 1.397757 0.064851 0.90 3.93 0.54 -0.630
N -1.855090 -1.108346 0.419634 -3.08 -2.08 2.78 -0.531
N -4.218034 -2.368112 1.353916 0.89 0.40 -0.50 -0.411
C 0.634001 2.187454 1.151868 1.13 2.42 -5.06 0.283
C -1.756884 6.158428 3.220139 0.49 -0.46 -0.15 -0.270
C 3.670494 -0.511131 -5.861448 -0.30 -0.16 0.37 -0.193
C 0.919242 -4.884098 -1.529741 0.41 -0.19 0.00 -0.214
C -3.447861 4.441356 3.201265 0.48 -0.64 -0.19 -0.215
C -1.117749 3.838870 3.398489 0.15 -0.22 -0.44 -0.381
C 4.427394 -0.971082 -4.780601 -0.54 -0.03 0.13 -0.226
C -3.100535 5.791680 3.084910 -0.11 0.22 0.93 0.173
C 1.151702 2.059238 -0.981440 0.38 -0.49 -2.13 0.017
C 1.940120 -3.925438 -1.609631 0.01 -0.28 -0.73 -0.276
C 2.536673 -6.570150 -0.890848 -0.18 0.46 -0.14 -0.192
C 1.218034 -6.202551 -1.171637 0.50 0.37 0.06 -0.208
C 3.789943 -1.475832 -3.642854 -0.16 0.17 -0.49 -0.130
C 2.389677 -1.523065 -3.580495 -0.07 -0.65 -0.42 -0.391
C -3.964435 -2.173736 0.037396 0.24 0.01 0.95 0.004
C -2.110524 -1.315914 1.735600 0.24 0.36 -0.41 -0.006
C -2.812223 -1.556680 -0.419623 -0.53 0.20 0.32 0.007
C 1.635016 -1.058732 -4.668004 0.43 -0.05 -0.10 -0.189
C 1.618816 3.303366 -0.842379 -0.32 0.08 0.91 -0.464
C 3.261437 -4.300157 -1.325814 -0.28 -0.46 0.02 -0.213
C 3.557650 -5.619071 -0.967551 -0.49 0.25 -0.11 -0.208
C -0.761142 5.187744 3.363077 -0.39 0.13 -0.22 -0.142
C -3.274592 -1.924121 2.204169 -1.06 -0.37 -0.95 0.337
C -2.461318 3.460921 3.334088 -0.20 0.50 -0.12 -0.165
C 2.274931 -0.554814 -5.804861 0.40 -0.10 0.44 -0.208
H 1.234715 1.592552 -1.959869 -0.24 -0.34 0.33 0.233
H -3.438173 -1.272905 4.091670 0.13 -0.23 0.19 0.387
H 2.766955 -7.590626 -0.613419 0.00 0.01 0.00 0.217
H 4.061556 -3.576445 -1.375504 0.03 0.09 0.03 0.217
H -2.736702 2.410706 3.400508 0.07 0.21 0.02 0.234
H 4.164768 -0.120727 -6.741553 0.00 -0.01 0.01 0.217
H -4.431411 -2.551885 3.640857 0.20 0.16 0.27 0.390
H 0.554425 -1.086644 -4.641229 -0.04 -0.06 0.13 0.239
H 4.578721 -5.903469 -0.748362 -0.01 0.04 0.00 0.219
H -0.106174 -4.616751 -1.745081 0.01 0.14 -0.03 0.238
H 4.389774 -1.822644 -2.814285 0.02 0.01 0.10 0.209
H -2.627887 -1.409140 -1.477454 -0.85 0.19 0.35 0.226
H 0.280971 5.486020 3.445365 -0.17 -0.14 0.02 0.247
H -1.298470 0.615861 -0.993917 -0.50 0.67 -0.27 -0.416
H 0.427244 -6.939080 -1.111939 -0.01 0.04 0.00 0.219
H -1.469377 7.205866 3.209230 -0.10 -0.09 -0.01 0.216
H -1.339576 -0.980393 2.419830 -0.46 -0.22 -0.03 0.262
H -4.490485 4.137896 3.182900 0.08 0.10 -0.04 0.207
H -4.963358 6.446721 2.642973 0.17 0.24 0.12 0.378
H -4.723112 -2.532768 -0.648517 0.13 0.07 -0.03 0.211
H -3.781509 7.645282 2.645596 -0.24 -0.17 0.13 0.379
H 5.508321 -0.935655 -4.823829 -0.02 -0.01 0.04 0.218
H 1.688674 -0.198287 -6.641960 -0.02 -0.01 0.04 0.219
H 2.082165 3.917905 -1.597099 -0.09 0.06 0.18 0.256



What did we get for electronic energy? Answer: -57750.6307, -211689.1884 eV, in the order shown.
What did we get for relative energy (zero: lowest compared OMol25 entry of this formula, charge and spin)? Answer: 15.08, 0.00 kcal per mole, in the order shown.
What did we get for M? Answer: 693.38, 752.51 Da, in the order shown.